(1)
51
Properties=species:S:1:pos:R:3 method="wB97M-V/def2-TZVPD" total_charge=0 orbital_gap_ev=7.91 lumo_ha=0.0037 homo_ev=-7.809 smiles="O=C(NN=C1CCN(Cc2ccccc2)CC1)c1cc2ccccc2cc1O" largest_force_ev_per_a=1.3 de_lowest_kcal_mol=23.8
O 3.36 -1.29 -2.64
C 2.77 -1.46 -1.57
N 1.62 -0.74 -1.41
N 0.85 -0.65 -0.31
C -0.19 0.08 -0.28
C -0.96 0.14 1.00
H -0.34 -0.21 1.82
H -1.85 -0.50 0.94
C -1.41 1.59 1.23
N -2.34 2.03 0.20
C -2.18 1.34 -1.07
H -2.80 0.44 -1.04
C -0.73 0.94 -1.39
H -0.11 1.84 -1.49
H -0.71 0.41 -2.35
H -2.57 1.98 -1.86
C -2.36 3.48 0.09
C -3.54 3.95 -0.73
C -3.39 4.93 -1.70
C -4.49 5.36 -2.43
C -5.74 4.80 -2.20
C -5.89 3.82 -1.24
C -4.79 3.40 -0.50
H -4.90 2.63 0.25
H -6.86 3.38 -1.06
H -6.59 5.13 -2.77
H -4.37 6.12 -3.18
H -2.42 5.36 -1.88
H -2.46 3.88 1.11
H -1.42 3.88 -0.34
H -1.91 1.68 2.20
H -0.50 2.22 1.26
H 1.41 -0.16 -2.23
C 3.26 -2.36 -0.52
C 2.48 -2.78 0.54
C 2.98 -3.64 1.54
C 2.18 -4.06 2.62
C 2.69 -4.89 3.58
C 4.03 -5.33 3.49
C 4.82 -4.94 2.45
C 4.32 -4.09 1.45
C 5.10 -3.68 0.35
C 4.60 -2.85 -0.63
O 5.40 -2.53 -1.65
H 4.87 -2.00 -2.30
H 6.12 -4.03 0.26
H 5.84 -5.29 2.38
H 4.41 -5.98 4.26
H 2.08 -5.20 4.41
H 1.16 -3.71 2.68
H 1.46 -2.44 0.62

=====

(2)
55
Properties=species:S:1:pos:R:3 method="wB97M-V/def2-TZVPD" total_charge=0 orbital_gap_ev=7.12 lumo_ha=-0.0137 homo_ev=-7.496 smiles="COc1ccc(N2CCN(C(=O)c3ccc(COc4ccc([N+](=O)[O-])cc4)o3)CC2)cc1" largest_force_ev_per_a=1.3 de_lowest_kcal_mol=124.5
C 7.15 4.03 0.79
H 7.89 4.71 0.39
O 7.00 3.02 -0.17
C 6.11 2.01 0.08
C 6.01 1.02 -0.89
C 5.13 -0.04 -0.75
C 4.33 -0.15 0.39
C 4.45 0.84 1.36
C 5.32 1.90 1.22
H 5.37 2.64 2.01
H 3.87 0.77 2.28
N 3.47 -1.24 0.61
C 3.52 -2.39 -0.26
H 4.54 -2.58 -0.58
C 2.58 -2.25 -1.47
N 1.24 -1.99 -0.98
C 0.28 -2.92 -1.20
O 0.46 -3.88 -1.93
C -1.05 -2.77 -0.56
C -2.21 -3.36 -0.99
C -3.20 -3.04 -0.03
C -2.58 -2.29 0.92
O -1.28 -2.12 0.61
C -3.09 -1.67 2.18
H -2.34 -0.99 2.60
H -3.32 -2.44 2.93
O -4.33 -1.01 2.00
C -4.39 0.09 1.21
C -3.30 0.69 0.58
C -3.49 1.82 -0.19
C -4.76 2.36 -0.34
C -5.85 1.76 0.28
C -5.67 0.64 1.05
H -6.50 0.16 1.55
H -6.83 2.20 0.15
N -4.94 3.53 -1.14
O -6.07 3.97 -1.25
O -3.96 4.02 -1.67
H -2.65 2.30 -0.68
H -2.31 0.29 0.69
H -4.23 -3.33 -0.04
H -2.32 -3.94 -1.87
C 1.18 -0.81 -0.15
H 0.16 -0.62 0.18
C 2.12 -0.99 1.06
H 2.08 -0.09 1.67
H 1.78 -1.84 1.65
H 1.53 0.04 -0.75
H 2.56 -3.16 -2.06
H 2.89 -1.41 -2.10
H 3.19 -3.26 0.33
H 5.09 -0.77 -1.54
H 6.63 1.10 -1.77
H 6.21 4.58 0.95
H 7.50 3.63 1.75

=====

(3)
57
Properties=species:S:1:pos:R:3 method="wB97M-V/def2-TZVPD" total_charge=0 orbital_gap_ev=8.76 lumo_ha=0.0016 homo_ev=-8.715 smiles="O=C(CN(C(=O)Cn1nnc(-c2cccs2)n1)c1cnc2ccccc2c1)NC[C@H]1CCCO1" largest_force_ev_per_a=1.2
O 0.83 2.70 -1.25
C 1.61 1.99 -0.65
N 2.62 1.31 -1.21
H 3.28 0.84 -0.61
C 2.99 1.52 -2.58
H 2.12 1.96 -3.08
C 4.20 2.48 -2.68
C 4.37 3.01 -4.11
H 5.40 3.31 -4.27
C 3.44 4.23 -4.13
H 2.49 4.00 -4.61
C 3.22 4.55 -2.64
H 3.55 5.55 -2.36
H 2.16 4.44 -2.36
O 4.01 3.63 -1.89
H 3.89 5.07 -4.65
H 4.10 2.27 -4.86
H 5.09 1.98 -2.30
H 3.24 0.57 -3.05
C 1.48 1.76 0.87
N 1.13 0.38 1.20
C 2.12 -0.53 1.27
O 3.30 -0.23 1.13
C 1.74 -2.00 1.52
N 0.58 -2.41 0.80
N 0.44 -2.28 -0.49
N -0.75 -2.68 -0.78
C -1.32 -3.07 0.38
N -0.48 -2.90 1.40
C -2.67 -3.53 0.50
C -3.64 -3.50 -0.47
C -4.87 -3.98 0.00
C -4.82 -4.38 1.30
S -3.26 -4.17 1.99
H -5.61 -4.79 1.90
H -5.76 -4.04 -0.60
H -3.45 -3.12 -1.46
H 2.61 -2.59 1.22
H 1.55 -2.17 2.59
C -0.25 0.11 1.36
C -0.76 -0.32 2.57
C -2.14 -0.59 2.67
C -2.75 -1.06 3.85
C -4.09 -1.33 3.87
C -4.87 -1.14 2.72
C -4.31 -0.68 1.56
C -2.94 -0.39 1.51
N -2.41 0.06 0.35
C -1.14 0.31 0.28
H -0.77 0.67 -0.67
H -4.90 -0.53 0.67
H -5.93 -1.36 2.76
H -4.55 -1.69 4.78
H -2.14 -1.21 4.73
H -0.12 -0.46 3.43
H 2.44 1.99 1.34
H 0.70 2.41 1.26

=====

(4)
55
Properties=species:S:1:pos:R:3 method="wB97M-V/def2-TZVPD" total_charge=0 orbital_gap_ev=7.66 lumo_ha=-0.0017 homo_ev=-7.705 smiles="Cc1ccc(-n2nnc3c(SCC(=O)N4CCN(c5ccccc5)CC4)ncnc32)cc1" largest_force_ev_per_a=1.5 de_lowest_kcal_mol=0.0
C -0.08 7.02 0.81
C 0.28 5.57 0.89
C 1.57 5.14 0.59
C 1.91 3.80 0.68
C 0.95 2.88 1.08
C -0.34 3.29 1.39
C -0.66 4.63 1.29
H -1.67 4.95 1.53
H -1.08 2.56 1.69
N 1.30 1.53 1.15
C 0.53 0.44 1.42
N -0.77 0.34 1.71
C -1.16 -0.91 1.89
N -0.42 -2.00 1.84
C 0.87 -1.91 1.58
C 1.42 -0.65 1.32
N 2.64 -0.15 0.99
N 2.55 1.10 0.89
S 1.82 -3.37 1.57
C 0.52 -4.61 1.89
C -0.79 -4.44 1.13
O -1.84 -4.52 1.72
N -0.73 -4.27 -0.21
C 0.41 -4.38 -1.08
H 1.27 -4.80 -0.56
C 0.77 -3.00 -1.67
N -0.41 -2.18 -1.69
C -0.35 -0.81 -1.70
C 0.85 -0.13 -1.96
C 0.90 1.25 -1.95
C -0.23 2.00 -1.69
C -1.42 1.34 -1.40
C -1.48 -0.03 -1.40
H -2.41 -0.52 -1.14
H -2.31 1.91 -1.16
H -0.19 3.08 -1.69
H 1.84 1.74 -2.17
H 1.75 -0.68 -2.19
C -1.59 -2.93 -2.04
H -1.39 -3.50 -2.96
C -1.95 -3.89 -0.90
H -2.60 -3.41 -0.16
H -2.47 -4.78 -1.28
H -2.43 -2.26 -2.25
H 1.20 -3.14 -2.68
H 1.53 -2.52 -1.05
H 0.14 -5.07 -1.89
H 0.98 -5.58 1.66
H 0.27 -4.58 2.95
H -2.20 -1.06 2.11
H 2.90 3.46 0.44
H 2.31 5.86 0.28
H 0.17 7.52 1.75
H -1.14 7.15 0.62
H 0.48 7.51 0.02